# 1
DFT (the ωB97M-V functional and the def2-TZVPD basis) results for a 6-piece molecular cluster, C34H35F40N2O6 overall.

```
! RIJCOSX wB97M-V def2-TZVPD def2/J DEFGRID3
* xyz 1 1
C 0.853 -5.732 -2.026
C -0.037 -5.305 -3.202
C 0.693 -4.778 -4.464
O 2.108 -4.644 -4.319
C 2.586 -3.335 -4.206
C 2.300 -2.793 -2.817
C 3.187 -3.079 -1.774
N 2.884 -2.680 -0.553
N 1.803 -2.034 -0.193
C 0.921 -1.736 -1.128
C -0.316 -1.043 -0.664
C 1.167 -2.099 -2.474
H 1.848 -6.028 -2.357
H 0.952 -4.940 -1.277
H 0.415 -6.584 -1.504
H -0.654 -6.152 -3.504
H -0.741 -4.539 -2.858
H 0.279 -3.812 -4.777
H 0.547 -5.462 -5.302
H 3.666 -3.382 -4.363
H 2.156 -2.669 -4.966
H 4.113 -3.626 -1.898
H 3.502 -2.887 0.225
H -0.152 0.031 -0.536
H -0.597 -1.460 0.304
H -1.149 -1.193 -1.352
H 0.431 -1.829 -3.225
C 3.932 3.420 1.795
C 2.953 2.433 2.441
C 2.007 1.609 1.551
F 1.162 2.365 0.824
F 1.262 0.823 2.368
F 2.249 3.015 3.419
F 3.732 1.429 2.963
O 3.507 4.765 1.770
C 2.800 5.250 0.710
C 1.418 5.772 1.139
F 0.774 4.781 1.793
F 0.721 6.080 0.025
F 2.657 4.321 -0.258
F 3.467 6.290 0.177
H 4.811 3.401 2.438
H 4.227 3.068 0.807
H 2.578 0.962 0.880
H 1.500 6.647 1.784
C -2.511 2.636 1.624
C -2.752 2.536 0.115
C -2.831 3.843 -0.684
F -3.889 4.569 -0.278
F -2.992 3.535 -1.989
F -3.817 1.764 -0.152
F -1.631 1.900 -0.382
O -3.638 2.507 2.460
C -4.376 3.585 2.850
C -5.845 3.439 2.417
F -5.919 3.318 1.080
F -6.509 4.558 2.787
F -3.857 4.743 2.413
F -4.379 3.622 4.202
H -1.903 1.761 1.852
H -1.914 3.516 1.866
H -1.914 4.426 -0.563
H -6.294 2.569 2.897
C 4.957 -5.960 -5.763
C 4.426 -5.937 -7.201
C 3.801 -7.227 -7.748
F 4.723 -8.205 -7.787
F 3.359 -6.990 -8.999
F 5.364 -5.483 -8.044
F 3.390 -5.031 -7.183
O 6.347 -6.130 -5.605
C 6.910 -7.365 -5.453
C 7.953 -7.648 -6.548
F 7.369 -7.574 -7.757
F 8.429 -8.895 -6.365
F 5.987 -8.337 -5.396
F 7.578 -7.366 -4.274
H 4.769 -4.951 -5.402
H 4.379 -6.649 -5.147
H 2.960 -7.540 -7.124
H 8.768 -6.925 -6.483
C -8.186 8.113 3.962
C -9.126 7.010 4.460
C -9.808 6.133 3.403
F -10.619 6.873 2.623
F -10.551 5.198 4.034
F -10.044 7.510 5.305
F -8.326 6.141 5.156
O -8.736 9.411 3.898
C -9.329 9.898 2.776
C -10.775 10.345 3.054
F -11.499 9.308 3.511
F -11.319 10.778 1.897
F -9.277 9.034 1.749
F -8.657 11.015 2.399
H -7.411 8.176 4.724
H -7.716 7.817 3.023
H -9.057 5.634 2.784
H -10.779 11.152 3.788
C 1.863 -2.905 4.261
C 2.714 -2.211 5.333
C 3.746 -1.199 4.826
F 4.686 -1.824 4.081
F 4.347 -0.613 5.876
F 3.299 -3.101 6.149
F 1.821 -1.470 6.053
O 2.294 -4.178 3.811
C 3.091 -4.338 2.730
C 4.368 -5.132 3.055
F 5.076 -4.506 4.004
F 5.115 -5.196 1.925
F 3.394 -3.161 2.121
F 2.417 -5.076 1.809
H 0.907 -3.087 4.748
H 1.692 -2.226 3.426
H 3.259 -0.438 4.212
H 4.106 -6.138 3.384
*
```

Orbital gap = 7.670 eV


# 2
DFT (the ωB97M-V functional and the def2-TZVPD basis) results for C34H35N6O6S2Ti as an isolated structure in a non-equilibrium geometry.

```
! RIJCOSX wB97M-V def2-TZVPD def2/J DEFGRID3
* xyz 2 2
Ti 3.712 -16.707 -8.075
C 2.379 -13.909 -9.553
O 3.475 -14.590 -8.913
C 4.707 -13.936 -9.259
C 5.585 -14.169 -8.078
O 5.516 -15.587 -7.800
C 6.846 -16.115 -7.653
C 7.612 -16.138 -8.964
O 6.732 -16.683 -9.940
C 7.205 -16.591 -11.293
H 2.509 -13.930 -10.639
H 2.384 -12.872 -9.177
H 1.452 -14.390 -9.288
H 5.105 -14.376 -10.190
H 4.523 -12.862 -9.459
H 6.615 -13.897 -8.314
H 5.294 -13.591 -7.193
H 7.375 -15.553 -6.863
H 6.728 -17.120 -7.249
H 7.991 -15.142 -9.240
H 8.477 -16.792 -8.820
H 7.975 -17.333 -11.503
H 6.326 -16.773 -11.931
H 7.557 -15.567 -11.503
C 0.226 -19.657 -8.109
C 1.551 -19.247 -7.973
N 1.909 -17.978 -7.694
C 0.927 -17.156 -7.223
C -0.451 -17.506 -7.277
C -0.801 -18.781 -7.777
C -1.374 -16.537 -6.778
C -0.958 -15.320 -6.307
C 0.414 -14.967 -6.150
C 0.888 -13.792 -5.527
C 2.248 -13.672 -5.316
C 3.119 -14.682 -5.747
N 2.707 -15.735 -6.478
C 1.354 -15.917 -6.649
H 0.013 -20.679 -8.452
H 2.382 -19.931 -8.106
H -1.864 -19.050 -7.897
H -2.463 -16.712 -6.767
H -1.748 -14.630 -6.017
H 0.172 -13.039 -5.168
H 2.663 -12.777 -4.824
H 4.163 -14.685 -5.475
C 4.604 -18.032 -2.778
N 5.536 -18.750 -3.629
C 6.555 -19.573 -3.174
C 7.142 -20.140 -4.259
N 6.477 -19.704 -5.410
C 5.497 -18.830 -5.008
S 4.188 -18.187 -5.866
C 6.769 -20.160 -6.747
C 7.377 -21.432 -6.977
C 7.694 -21.785 -8.293
C 7.467 -20.886 -9.345
C 6.898 -19.677 -9.009
N 6.540 -19.324 -7.759
H 5.026 -18.087 -1.768
H 3.613 -18.480 -2.767
H 4.492 -16.990 -3.103
H 6.809 -19.647 -2.114
H 8.005 -20.794 -4.332
H 7.551 -22.126 -6.135
H 8.115 -22.791 -8.461
H 7.724 -21.116 -10.393
H 6.666 -18.953 -9.790
O 4.153 -20.121 -9.468
C 3.821 -19.161 -10.169
N 3.833 -17.808 -9.753
S 3.011 -16.923 -10.951
O 1.791 -16.447 -10.349
O 3.770 -15.928 -11.667
C 2.704 -18.241 -12.043
C 2.213 -18.095 -13.307
C 2.263 -19.243 -14.093
C 2.805 -20.413 -13.594
C 3.324 -20.515 -12.313
C 3.306 -19.355 -11.532
H 1.818 -17.138 -13.639
H 1.866 -19.185 -15.115
H 2.892 -21.293 -14.243
H 3.710 -21.447 -11.889
*
```

Orbital gap (alpha / beta) = 6.980 / 7.053 eV
Relative energy (zero: lowest compared OMol25 entry of this formula, charge and spin) = 0.0 kcal per mole


# 3
DFT (the ωB97M-V functional and the def2-TZVPD basis) results for C34H36AsBrN4O7OsS as an isolated structure in a non-equilibrium geometry.

```
! RIJCOSX wB97M-V def2-TZVPD def2/J DEFGRID3
* xyz 2 5
Os 13.014 3.858 14.083
C 15.564 3.436 10.913
C 14.952 2.388 11.709
N 14.046 2.488 12.724
C 13.728 1.171 13.104
C 14.416 0.291 12.323
N 15.143 1.064 11.460
C 14.504 -1.193 12.193
O 13.587 -1.931 12.871
O 15.407 -1.673 11.503
C 12.679 0.974 14.133
O 12.162 -0.142 14.294
O 12.325 2.065 14.770
H 15.671 4.304 11.547
H 14.906 3.636 10.040
H 16.517 3.084 10.472
H 15.800 0.682 10.780
H 13.025 -1.332 13.477
C 9.741 6.298 19.047
C 10.508 5.843 17.849
C 11.591 4.937 18.067
C 12.320 4.475 17.006
N 12.032 4.818 15.690
C 10.974 5.651 15.440
C 10.284 6.222 16.510
H 8.882 5.595 19.274
H 9.264 7.281 18.909
H 10.378 6.319 19.967
H 11.848 4.608 19.058
H 13.207 3.808 17.190
H 10.718 5.906 14.400
H 9.501 6.975 16.344
C 14.204 7.888 14.548
As 14.326 7.055 12.813
C 16.103 7.180 12.002
C 13.022 7.833 11.695
O 13.902 5.343 13.223
H 14.321 8.984 14.461
H 14.961 7.487 15.196
H 13.178 7.666 14.966
H 16.430 8.252 11.909
H 16.045 6.681 11.018
H 16.761 6.625 12.636
H 13.241 8.893 11.542
H 12.030 7.680 12.157
H 13.067 7.291 10.726
Br 18.418 6.709 19.389
C 17.271 5.335 18.863
C 16.643 4.446 19.777
C 15.951 3.340 19.298
C 15.682 3.278 17.903
C 16.157 4.250 17.007
C 17.059 5.199 17.499
C 15.687 4.248 15.571
O 16.341 4.733 14.639
O 14.498 3.595 15.447
H 16.869 4.608 20.835
H 15.542 2.612 19.999
H 15.071 2.465 17.461
H 17.570 5.908 16.861
N 11.503 3.773 12.673
S 9.929 4.377 12.724
C 9.020 3.392 13.869
C 8.125 4.150 14.609
C 7.273 3.539 15.501
C 7.180 2.137 15.512
C 8.142 1.419 14.869
C 9.116 2.023 14.071
C 9.197 3.827 11.175
C 9.250 2.497 10.790
C 8.756 2.122 9.533
C 8.089 3.064 8.746
C 7.914 4.368 9.219
C 8.481 4.732 10.439
H 11.710 3.596 11.667
H 8.089 5.215 14.470
H 6.678 4.171 16.116
H 6.315 1.671 15.949
H 8.105 0.324 14.967
H 9.951 1.428 13.710
H 9.629 1.757 11.467
H 8.888 1.089 9.165
H 7.675 2.769 7.787
H 7.321 5.110 8.674
H 8.271 5.727 10.788
*
```

Orbital gap (alpha / beta) = 6.132 / 5.713 eV
Relative energy (zero: lowest compared OMol25 entry of this formula, charge and spin) = 0.0 kcal per mole


# 4
DFT (the ωB97M-V functional and the def2-TZVPD basis) results for a 9-piece molecular cluster, C34H36BF11NO26 overall.

```
! RIJCOSX wB97M-V def2-TZVPD def2/J DEFGRID3
* xyz 1 1
O -0.175 5.929 2.297
B 0.472 5.642 1.119
O 1.821 5.785 1.035
C -0.405 5.167 -0.138
C -0.874 3.772 0.053
C -2.227 3.453 0.150
C -2.591 2.149 0.318
N -1.667 1.180 0.398
C -0.341 1.429 0.309
C 0.600 0.273 0.415
C 1.603 0.438 1.597
C 1.541 -0.698 2.555
F 2.104 -1.858 2.139
C 1.011 -0.657 3.765
F 0.252 0.349 4.186
F 1.172 -1.567 4.709
C 0.055 2.730 0.134
H 0.054 5.339 3.021
H 2.172 5.462 0.200
H -1.262 5.830 -0.233
H 0.144 5.215 -1.078
H -2.989 4.212 0.093
H -3.623 1.844 0.396
H -1.972 0.203 0.514
H 1.120 0.113 -0.526
H 0.003 -0.614 0.624
H 2.622 0.470 1.216
H 1.398 1.343 2.162
H 1.111 2.940 0.042
C -5.422 -2.454 1.079
C -4.659 -2.876 2.321
O -3.301 -2.854 1.841
C -3.240 -1.967 0.853
O -2.206 -1.550 0.386
O -4.449 -1.610 0.420
F -4.967 -4.128 2.702
H -5.647 -3.303 0.435
H -6.329 -1.899 1.291
H -4.747 -2.206 3.172
C -1.401 -4.603 -0.774
C -2.632 -4.734 -1.650
O -2.293 -3.946 -2.769
C -0.932 -3.922 -2.873
O -0.330 -3.508 -3.802
O -0.371 -4.407 -1.744
F -3.731 -4.186 -1.057
H -1.466 -3.716 -0.143
H -1.201 -5.477 -0.162
H -2.860 -5.752 -1.967
C -3.238 5.716 -3.135
C -3.140 5.220 -4.563
O -1.782 4.796 -4.633
C -1.385 4.446 -3.391
O -0.403 3.833 -3.134
O -2.267 4.889 -2.460
F -3.342 6.206 -5.454
H -2.935 6.760 -3.060
H -4.223 5.585 -2.696
H -3.790 4.377 -4.801
C 3.379 -4.104 5.677
C 3.449 -4.554 4.232
O 3.035 -5.902 4.317
C 2.215 -6.024 5.402
O 1.505 -6.942 5.615
O 2.324 -4.923 6.187
F 4.706 -4.495 3.732
H 4.307 -4.327 6.205
H 3.136 -3.052 5.790
H 2.780 -4.018 3.556
C 0.814 6.944 -5.785
C -0.475 7.668 -6.115
O -0.011 8.876 -6.667
C 1.221 8.645 -7.219
O 1.775 9.370 -7.963
O 1.697 7.450 -6.784
F -1.210 7.938 -5.000
H 1.176 7.232 -4.796
H 0.737 5.862 -5.849
H -1.109 7.155 -6.840
C 2.500 -1.686 -4.050
C 3.982 -1.939 -4.228
O 4.553 -0.751 -3.685
C 3.696 -0.266 -2.756
O 3.972 0.552 -1.938
O 2.487 -0.852 -2.879
F 4.333 -2.052 -5.528
H 2.092 -1.135 -4.898
H 1.913 -2.584 -3.885
H 4.370 -2.792 -3.674
C -4.886 -5.432 7.038
C -6.370 -5.135 6.950
O -6.373 -3.781 6.507
C -5.231 -3.569 5.819
O -5.030 -2.625 5.120
O -4.355 -4.565 6.023
F -6.989 -5.215 8.144
H -4.487 -5.140 8.009
H -4.629 -6.466 6.829
H -6.916 -5.742 6.227
C 7.440 -1.530 0.135
C 7.811 -0.849 -1.168
O 7.560 -1.873 -2.116
C 6.599 -2.684 -1.612
O 5.979 -3.471 -2.248
O 6.429 -2.451 -0.293
F 9.116 -0.503 -1.214
H 8.289 -2.082 0.539
H 7.045 -0.854 0.887
H 7.204 0.022 -1.419
*
```

Orbital gap = 9.022 eV


# 5
DFT (the ωB97M-V functional and the def2-TZVPD basis) results for a 3-piece molecular cluster, C34H36BN2O6P2 overall.

```
! RIJCOSX wB97M-V def2-TZVPD def2/J DEFGRID3
* xyz -1 1
C 2.853 -8.380 -1.152
C 2.511 -8.561 -2.652
C 1.321 -7.699 -3.059
N 1.737 -6.327 -3.348
B 0.821 -5.183 -2.809
P 1.836 -4.144 -1.481
C 0.665 -3.825 -0.065
C 2.200 -2.397 -2.052
C 3.707 -2.124 -1.936
P 0.209 -4.126 -4.320
N -0.513 -2.758 -4.044
O -0.768 -5.027 -5.270
O 1.484 -3.946 -5.350
H 3.857 -7.992 -1.024
H 2.180 -7.650 -0.719
H 2.769 -9.327 -0.631
H 2.322 -9.601 -2.901
H 3.368 -8.252 -3.242
H 0.886 -8.131 -3.964
H 0.562 -7.740 -2.278
H 2.686 -6.193 -3.027
H -0.180 -5.603 -2.273
H -0.365 -3.700 -0.384
H 0.745 -4.641 0.640
H 0.994 -2.928 0.451
H 1.683 -1.695 -1.406
H 1.903 -2.216 -3.079
H 4.243 -2.830 -2.559
H 4.028 -2.237 -0.907
H 3.934 -1.109 -2.261
H -0.550 -2.648 -3.034
H -0.223 -5.712 -5.693
H 2.268 -4.130 -4.797
C 3.257 7.011 -1.082
C 2.581 6.923 0.130
C 1.737 5.855 0.377
C 1.556 4.874 -0.590
C 2.220 4.972 -1.813
C 3.077 6.039 -2.051
C 2.012 3.952 -2.883
O 2.600 4.046 -3.941
C 1.066 2.839 -2.614
C 0.814 1.903 -3.610
C -0.059 0.855 -3.372
C -0.676 0.730 -2.132
C -0.434 1.659 -1.134
C 0.431 2.720 -1.372
C 0.655 3.720 -0.301
O 0.118 3.611 0.783
H 3.924 7.843 -1.271
H 2.716 7.689 0.883
H 1.211 5.776 1.318
H 3.596 6.103 -2.997
H 1.302 2.000 -4.570
H -0.256 0.119 -4.143
H -1.348 -0.098 -1.949
H -0.915 1.568 -0.169
C -0.744 5.512 4.346
C -1.199 5.978 5.575
C -2.265 5.358 6.202
C -2.888 4.274 5.597
C -2.443 3.819 4.353
C -1.362 4.436 3.733
C -3.122 2.683 3.668
O -2.738 2.280 2.592
C -4.296 2.057 4.342
C -4.974 1.029 3.700
C -6.057 0.427 4.316
C -6.465 0.846 5.578
C -5.796 1.873 6.220
C -4.714 2.487 5.603
C -4.022 3.609 6.296
O -4.377 3.973 7.400
H 0.096 5.994 3.862
H -0.717 6.825 6.046
H -2.619 5.710 7.161
H -1.009 4.078 2.776
H -4.649 0.705 2.721
H -6.586 -0.371 3.813
H -7.309 0.370 6.060
H -6.109 2.205 7.200
*
```

Orbital gap = 4.542 eV


| no. | DFT total energy (eV) |
| --- | --- |
| 1 | -159783.23221 |
| 2 | -101825.93472 |
| 3 | -200302.95188 |
| 4 | -121133.73595 |
| 5 | -70366.11590 |